80
Properties=species:S:1:pos:R:3 method="wB97M-V/def2-TZVPD" lumo_energy_ev="-1.73 / -2.18" homo_energy_ev="-7.351 / -7.349" total_charge=0 gap_ev="5.619 / 5.168"
Tl -0.1346 -0.4480 0.5845
O 0.1343 6.6439 2.5474
C 0.3957 5.7897 3.3801
O 0.8811 5.7880 4.5004
C 0.0287 4.3159 2.8726
C -0.7040 4.1261 1.7198
C -0.9444 2.8158 1.3004
N -0.4942 1.7761 1.9928
C 0.1286 1.9432 3.1551
C 0.4256 3.2253 3.6205
C 0.3794 0.7320 3.9610
C 0.9612 0.7946 5.2286
C 1.0435 -0.3608 5.9853
C 0.5553 -1.5479 5.4615
C 0.0251 -1.5212 4.1814
N -0.0612 -0.4222 3.4575
C -1.8210 2.5294 0.1488
C -2.1734 3.5101 -0.7786
C -3.1135 3.2045 -1.7481
C -3.6950 1.9473 -1.7484
C -3.2646 1.0302 -0.8017
N -2.3386 1.3004 0.0988
H -1.0791 4.9860 1.1910
H 0.9359 3.4243 4.5465
H 1.3341 1.7245 5.6272
H 1.4802 -0.3380 6.9733
H 0.5760 -2.4625 6.0319
H -0.3592 -2.4183 3.7136
H -1.7227 4.4891 -0.7399
H -3.3929 3.9431 -2.4831
H -4.4600 1.6870 -2.4611
H -3.6930 0.0421 -0.7452
Br 0.7606 -3.1358 -1.2698
C 1.6370 -3.9598 0.2223
C 1.7517 -5.3237 0.2031
C 2.3860 -5.9897 1.2599
C 2.9204 -5.2683 2.2898
C 2.8653 -3.8599 2.3076
C 3.4937 -3.1126 3.3254
C 3.4836 -1.7483 3.3055
C 2.7712 -1.0661 2.2995
C 2.1025 -1.7674 1.3427
C 2.1713 -3.1661 1.2631
H 1.3617 -5.8854 -0.6295
H 2.4624 -7.0671 1.2416
H 3.4134 -5.7635 3.1120
H 4.0156 -3.6514 4.1052
H 3.9912 -1.1802 4.0709
H 2.7721 0.0152 2.3049
C -2.1765 -0.1910 -6.3830
C -2.0239 -0.5269 -4.9268
C -2.8352 -1.5012 -4.3507
C -2.7109 -1.8138 -2.9997
C -3.5752 -2.8713 -2.3752
C -1.7949 -1.1259 -2.2412
C -0.8945 -0.1699 -2.7824
C -1.0714 0.1208 -4.1641
N 0.0430 0.2961 -1.9587
C 1.1121 1.1871 -2.3358
C 2.0208 0.4997 -3.3805
C 0.6370 2.5682 -2.8335
C 1.9721 1.3952 -1.0750
H -2.9919 -0.7607 -6.8245
H -1.2578 -0.4212 -6.9217
H -2.3808 0.8709 -6.5189
H -3.5794 -2.0069 -4.9497
H -4.3062 -3.2457 -3.0885
H -4.1036 -2.4789 -1.5067
H -2.9623 -3.7082 -2.0399
H -1.7505 -1.3285 -1.1771
H -0.4337 0.8345 -4.6599
H 1.4915 0.2714 -4.2982
H 2.3913 -0.4361 -2.9700
H 2.8660 1.1426 -3.6125
H -0.2233 2.4868 -3.4903
H 1.4402 3.0660 -3.3725
H 0.3512 3.1935 -1.9909
H 2.3337 0.4287 -0.7159
H 1.3839 1.8759 -0.2906
H 2.8329 2.0260 -1.2949



60
Properties=species:S:1:pos:R:3 method="wB97M-V/def2-TZVPD" lumo_energy_ev=2.15 homo_energy_ev=-0.850 total_charge=-1 gap_ev=2.999
C 0.2708 -0.2542 -7.5100
C -0.1101 -0.7794 -6.1250
C 0.0210 1.2838 -7.4526
C -1.0390 1.4730 -6.3393
H -0.3470 1.6187 -8.4342
H 0.9604 1.8158 -7.2396
C -1.3291 0.0584 -5.7428
H 0.7349 -0.5705 -5.4500
H -0.3068 -1.8591 -6.1546
C -1.5398 0.2453 -4.2448
H -2.2293 -0.3890 -6.1991
H -1.9708 1.8619 -6.7843
C -0.7277 2.3396 -5.0650
C 1.6395 -0.7133 -7.9843
C -0.5015 -0.9718 -8.6397
O -0.8930 -0.4457 -9.6653
O 2.4280 -1.3458 -7.3075
O 1.8043 -0.4306 -9.2893
O -0.5727 -2.3078 -8.4180
C -0.7453 -3.1537 -9.5709
H -0.3985 -4.1333 -9.2491
H -0.1370 -2.7841 -10.4043
H -1.7929 -3.1933 -9.8878
C 2.9930 -0.9011 -9.9169
H 3.8625 -0.3422 -9.5718
H 2.8296 -0.7136 -10.9840
H 3.1534 -1.9688 -9.7215
O -1.1785 1.5886 -3.8840
H -0.9464 -0.4476 -3.6189
H -2.6039 0.0808 -3.9964
C -1.5138 3.6512 -5.1384
C 0.7492 2.6398 -4.8241
H 1.1630 3.3036 -5.5940
H 1.3493 1.7217 -4.7802
H 0.8577 3.1340 -3.8486
H -1.4615 4.2096 -4.1938
H -2.5653 3.4427 -5.3792
H -1.1107 4.2822 -5.9416
Zr -0.0795 0.3088 -0.2550
C -1.8873 0.0667 1.2810
C -2.4553 0.2125 -0.0380
C -2.0859 -0.9467 -0.8109
H -3.0865 1.0266 -0.3795
C -1.3315 -1.8198 0.0424
C -1.2021 -1.1888 1.3269
H -0.7486 -1.6304 2.2116
H -2.0466 0.7431 2.1222
H -2.4729 -1.2059 -1.7952
H -0.9869 -2.8153 -0.2304
C 2.1644 0.7830 0.4030
C 1.6785 -0.1889 1.3394
C 1.5480 -1.4384 0.6373
H 1.5555 -0.0407 2.4111
C 1.8803 -1.2258 -0.7338
C 2.2617 0.1521 -0.8921
H 2.6936 0.5909 -1.7878
H 2.4781 1.8007 0.6382
H 1.3136 -2.4029 1.0821
H 1.9504 -1.9954 -1.5004
Br -0.3645 2.8111 -0.0313



51
Properties=species:S:1:pos:R:3 method="wB97M-V/def2-TZVPD" lumo_energy_ev="-9.31 / -13.22" homo_energy_ev="-16.888 / -17.006" multiplicity=5 total_charge=+3 gap_ev="7.581 / 3.782"
Pd 0.8791 -0.4538 -0.8715
N 3.9843 0.8599 2.0520
C 3.0333 0.2794 1.3469
S 3.2245 0.1437 -0.3766
N 1.9627 -0.1777 1.9804
N 0.9834 -0.7282 1.3467
C -0.1324 -1.1342 1.9108
C -0.4438 -0.9678 3.3242
C 0.4440 -1.3852 4.3277
C 0.0381 -1.3599 5.6460
C -1.2025 -0.8252 5.9986
C -2.0561 -0.3377 5.0110
C -1.6965 -0.4276 3.6858
C -1.0716 -1.8269 1.0281
C -2.1847 -2.5191 1.5132
C -2.9962 -3.2024 0.6230
C -2.6405 -3.2613 -0.7150
C -1.4946 -2.5869 -1.1224
N -0.7632 -1.8666 -0.2861
H 4.8443 1.1727 1.6235
H 3.9086 0.9269 3.0587
H 1.3953 -1.8185 4.0578
H 0.6669 -1.7913 6.4105
H -1.4915 -0.7641 7.0366
H -2.9925 0.1261 5.2814
H -2.3356 -0.0193 2.9160
H -2.3994 -2.5313 2.5693
H -3.8813 -3.7051 0.9786
H -3.2382 -3.8155 -1.4189
H -1.1557 -2.6382 -2.1524
C 1.9281 1.9502 -4.4131
C 1.5425 0.5065 -4.7043
S 0.6867 -0.4050 -3.3715
C -1.0293 0.2663 -3.4648
C -1.4968 1.2874 -2.4121
S -0.4677 1.5938 -0.9350
C 0.9252 2.6961 -1.4687
C 0.6413 3.7077 -2.5607
S 0.4981 3.0696 -4.2694
H 2.4909 2.3039 -5.2810
H 2.5606 2.0290 -3.5310
H 2.4475 -0.0759 -4.8898
H 0.9041 0.4399 -5.5848
H -1.6646 -0.6209 -3.4045
H -1.1459 0.6915 -4.4623
H -2.4370 0.9412 -1.9731
H -1.6857 2.2652 -2.8577
H 1.7853 2.0617 -1.7112
H 1.1541 3.2403 -0.5477
H 1.4587 4.4355 -2.5649
H -0.2867 4.2512 -2.3744



12
Properties=species:S:1:pos:R:3 method="wB97M-V/def2-TZVPD" lumo_energy_ev="-0.92 / -0.39" homo_energy_ev="-8.438 / -8.617" total_charge=0 gap_ev="7.515 / 8.225"
C -2.3432 -1.0056 -0.0021
C 0.2328 -1.2349 0.0257
C -1.0254 -0.9705 0.0728
C -0.4101 1.5515 0.0634
C 1.3724 -0.1061 0.0333
N -3.4876 -1.0120 -0.0810
N 0.8546 1.2150 -0.1955
O -0.9984 2.5958 0.1237
H 0.6117 -2.2503 0.3454
H 1.6033 -0.3017 1.0545
H 2.2339 -0.2802 -0.6944
H 1.3561 1.7992 -0.7459



15
Properties=species:S:1:pos:R:3 method="wB97M-V/def2-TZVPD" lumo_energy_ev="1.01 / 1.01" homo_energy_ev="-7.255 / -7.254" total_charge=0 gap_ev="8.263 / 8.262"
C -0.9466 0.1137 1.0840
C -1.7040 0.0895 -0.2014
N 0.1452 -0.5512 1.4050
N 1.0364 0.9097 -0.7989
C 1.3136 -0.5343 -0.6266
N 1.1661 -1.0198 0.7025
H 0.3985 -0.5038 2.3933
H -1.5178 0.4258 1.9482
H 1.7545 1.4602 -0.3367
H 1.0248 1.1426 -1.7856
H -1.1416 0.6149 -0.9675
H -2.6479 0.6082 -0.0546
H -1.9250 -0.9167 -0.5484
H 0.6740 -1.1016 -1.3194
H 2.3699 -0.7372 -0.8938



72
Properties=species:S:1:pos:R:3 method="wB97M-V/def2-TZVPD" lumo_energy_ev=-2.55 homo_energy_ev=-8.263 smiles="O=C1C=C(O)C(=O)C=C1O.O=C1C=C(O)C(=O)C=C1O.O=C1C=C(O)C(=O)C=C1O.CC(C)=O.CC(C)=O.CC(C)=O" total_charge=0 gap_ev=5.711
C 1.1776 -3.0031 -1.1310
C 0.2432 -2.9422 -2.4274
C -1.0851 -2.3752 -2.4391
O -1.7607 -2.2576 -3.4521
C -1.5484 -1.8291 -1.1088
C -0.6264 -1.8023 0.1758
C 0.6891 -2.3956 0.0492
O 1.4455 -2.3272 1.0116
O -0.8709 -1.0375 1.2706
O 0.7946 -3.3282 -3.5143
H 1.9807 -3.5868 -1.1694
H -2.4337 -1.2463 -1.0525
H -1.7396 -0.9004 1.5688
H 0.2269 -3.2156 -4.2877
C 4.8604 -2.3865 6.1308
C 5.5992 -1.2134 5.3411
C 5.3254 -1.0265 3.8514
O 5.8592 -0.1529 3.2733
C 4.3681 -1.8702 3.1819
C 3.6472 -3.0426 3.9877
C 3.8100 -3.1251 5.3901
O 3.1532 -3.8825 6.0955
O 2.9430 -4.0981 3.4051
O 6.7342 -0.6070 5.8585
H 4.8793 -2.3530 7.3482
H 4.2861 -1.8670 2.0810
H 2.8220 -3.8285 2.5871
H 7.2543 -0.4328 5.1759
C 1.1912 1.5578 0.2509
C 1.7426 2.5234 1.3414
C 1.8385 3.9229 1.0168
O 2.3282 4.7386 1.9122
C 1.3926 4.4513 -0.3316
C 0.7563 3.4483 -1.2906
C 0.8577 1.9220 -1.0641
O 0.4979 1.0515 -1.9460
O 0.3221 3.8547 -2.4782
O 2.1965 2.0444 2.4433
H 1.3547 0.7250 0.5629
H 1.6581 5.5290 -0.7134
H -0.0712 3.1062 -2.8413
H 2.5158 3.0166 2.6418
C -2.3237 4.1017 0.1682
C -2.3780 2.7259 0.7356
O -2.5855 1.6950 0.0366
C -1.9541 2.4597 2.2043
H -2.6966 4.1616 -0.7862
H -1.2869 4.5605 0.2318
H -3.0951 4.8982 0.5929
H -1.4402 3.1927 2.4653
H -1.4679 1.4659 2.4562
H -2.6856 2.6103 2.6681
C -2.0378 -1.2403 -8.7283
C -0.9709 -1.8949 -7.8081
O -1.0670 -2.9214 -7.3657
C 0.3673 -1.1420 -7.6646
H -1.7525 -0.2331 -8.8473
H -2.9813 -1.2145 -8.1854
H -2.0675 -1.6491 -9.6684
H 0.7698 -1.7179 -6.8272
H 0.0623 -0.1057 -7.4424
H 0.7785 -1.1569 -8.6096
C -4.7814 0.3990 3.6198
C -4.3989 -0.1330 2.2168
O -3.4826 -0.8484 2.1674
C -5.3017 0.1742 1.1507
H -5.2723 1.3863 3.6258
H -4.0269 0.5045 4.2954
H -5.7529 -0.2249 3.7230
H -5.7402 1.0103 1.3322
H -6.1662 -0.6302 1.3268
H -4.8795 0.0080 0.2109



For the records above, the corresponding energy above the lowest of the compared OMol25 structures with the same formula, charge and spin values read 50.9 0.0 14.9 92.2 71.5 372.9 kcal per mole.
For the records above, the corresponding electronic energy values read -4584.36931 -3891.73742 -2676.38082 -377.51709 -283.86925 -2174.82304 a.u..